Record 1
{"formula": "C3H11N2O2", "method": "ωB97M-V/def2-TZVPD", "multiplicity": 3, "orbital_gap_ev": [4.3, 7.0], "homo_ev": [-7.36, -15.61], "s2": 2.004, "charge": 1, "symbols": ["C", "C", "C", "N", "N", "O", "O", "H", "H", "H", "H", "H", "H", "H", "H", "H", "H", "H"], "coordinates": [[0.141172, -0.667322, -0.675816], [-0.906839, -0.064928, 0.380026], [1.554932, -0.426799, -0.308117], [-2.301414, -0.441333, 0.168236], [-0.806728, 1.450063, 0.213055], [1.908278, -0.859590, 0.996878], [1.700218, 1.002470, -0.334955], [-0.043338, -0.040186, -1.558325], [0.127137, -1.720772, -0.909368], [-0.466111, -0.196881, 1.358250], [2.219897, -1.001044, -1.050243], [-3.041052, -0.376209, 0.839797], [-2.537729, -1.253082, -0.322399], [-1.180443, 1.898912, 1.038016], [-1.235059, 1.705062, -0.646244], [0.285127, 1.559432, 0.140252], [2.014368, -1.837901, 0.922673], [2.567578, 1.270111, -0.251715]], "atomic_forces_ev_per_a": [[-1.83, 1.09, -0.04], [1.40, 0.55, -2.14], [1.97, 0.21, 0.34], [3.07, 0.26, 0.83], [2.24, -1.82, 0.61], [-0.44, -0.81, -0.80], [-2.66, -1.85, -0.46], [0.10, -0.84, -0.37], [-1.11, -0.30, 0.05], [-0.87, -0.76, 0.89], [-0.75, 1.35, 0.70], [-1.87, 1.70, 2.48], [-0.13, -2.51, -2.52], [-0.65, 0.62, 0.52], [-0.72, 0.83, -0.98], [-1.07, 0.44, -0.03], [0.11, 0.92, 0.47], [3.20, 0.92, 0.45]]}

Record 2
{"formula": "C8H7BrI3N4O3Pd", "method": "ωB97M-V/def2-TZVPD", "orbital_gap_ev": 6.6, "homo_ev": -11.75, "charge": 1, "symbols": ["Pd", "O", "N", "O", "O", "Br", "C", "C", "C", "N", "C", "C", "H", "H", "H", "H", "I", "C", "C", "N", "N", "C", "H", "H", "H", "I", "I"], "coordinates": [[0.503575, 1.311402, 0.295674], [0.706654, 1.639682, 4.011388], [0.508229, 1.530788, 2.849085], [1.430526, 1.870116, 1.970795], [-0.548157, 1.083651, 2.335519], [-4.567922, -0.150565, -3.588243], [-3.056783, 0.187135, -2.554047], [-3.055836, -0.115325, -1.201428], [-1.923078, 0.161753, -0.467543], [-0.833747, 0.708392, -1.022542], [-0.834425, 0.992409, -2.332721], [-1.925611, 0.742233, -3.134619], [-3.919602, -0.553458, -0.723317], [-1.874684, -0.053087, 0.591128], [0.071859, 1.411881, -2.744744], [-1.893251, 0.977074, -4.188197], [3.710647, -4.110849, 0.456507], [2.352165, -2.644196, 0.899580], [1.562701, -2.550127, 2.021409], [0.824999, -1.433906, 1.886175], [1.084625, -0.800478, 0.730493], [2.018856, -1.525287, 0.125589], [1.488885, -3.184449, 2.889287], [0.132808, -1.055112, 2.514158], [2.410768, -1.230462, -0.834445], [1.750990, 3.239641, -1.168856], [3.874809, 3.551146, 0.383916]], "atomic_forces_ev_per_a": [[0.43, -0.02, 0.19], [0.13, 0.05, 0.02], [0.17, 0.14, -0.16], [0.01, -0.01, 0.19], [-0.24, -0.06, 0.38], [-0.10, -0.03, -0.07], [-0.01, -0.01, -0.02], [0.01, -0.03, 0.04], [-0.05, -0.11, -0.09], [-0.12, 0.26, -0.63], [-0.08, -0.19, 0.00], [0.05, 0.00, -0.01], [0.01, 0.00, 0.00], [0.00, 0.05, 0.02], [0.02, 0.00, 0.00], [0.00, 0.01, 0.00], [0.11, -0.10, -0.04], [-0.06, 0.07, -0.04], [-0.04, 0.09, 0.07], [-0.01, -0.05, 0.02], [0.04, -0.11, 0.04], [-0.07, 0.00, -0.04], [-0.04, 0.02, -0.03], [-0.01, 0.00, 0.01], [0.01, 0.02, 0.02], [-0.15, 0.00, 0.17], [0.00, 0.00, -0.04]]}

Record 3
{"formula": "C14H26NOPPd", "method": "ωB97M-V/def2-TZVPD", "multiplicity": 3, "orbital_gap_ev": [5.8, 7.2], "homo_ev": [-5.93, -7.53], "s2": 2.007, "symbols": ["C", "C", "C", "C", "C", "C", "C", "C", "N", "Pd", "C", "P", "H", "H", "H", "H", "H", "H", "H", "H", "C", "C", "H", "C", "C", "H", "H", "H", "H", "H", "H", "H", "H", "H", "H", "H", "H", "H", "H", "C", "O", "H", "H", "H"], "coordinates": [[-2.827201, -3.208921, -2.037392], [-2.365813, -1.981606, -2.501956], [-1.277503, -1.343097, -1.871090], [-0.581014, -2.067623, -0.904231], [-1.174948, -3.167927, -0.277703], [-2.261708, -3.792762, -0.898718], [-0.939174, 0.074977, -2.184329], [-2.164821, 0.999619, -2.000266], [-2.696028, 0.997769, -0.647457], [1.433600, -1.820090, -0.533020], [-0.583365, -3.560682, 1.037103], [0.484286, -2.102403, 1.447743], [-2.844677, -1.480534, -3.346805], [-2.662312, -4.714702, -0.474457], [-3.655174, -3.702974, -2.548358], [0.052698, -4.459424, 0.988872], [-1.317898, -3.705386, 1.842301], [-0.118432, 0.443961, -1.550546], [-0.622776, 0.165418, -3.235505], [-1.859278, 2.031145, -2.244123], [1.482008, -2.615030, 2.839995], [-0.682767, -0.851329, 2.023051], [-2.963427, 0.678556, -2.686517], [-4.044780, 0.525634, -0.468447], [-2.303149, 2.091786, 0.204897], [1.435251, -0.470017, 0.400734], [-4.791759, 1.225639, -0.890333], [-4.165174, -0.451302, -0.958423], [-4.245131, 0.416932, 0.607280], [-2.591818, 3.071069, -0.228166], [-2.803257, 1.984422, 1.178096], [-1.206277, 2.062685, 0.345591], [-1.184243, -1.223893, 2.926162], [-0.122769, 0.069084, 2.226356], [-1.422585, -0.625733, 1.244120], [0.883372, -3.231593, 3.522464], [2.346719, -3.184716, 2.478554], [1.829981, -1.712219, 3.356000], [1.072197, 0.531269, 0.447095], [1.755874, 2.404811, 0.375676], [0.681124, 1.481950, 0.489501], [2.724961, 1.901523, 0.226073], [1.818964, 3.018375, 1.286633], [1.580623, 3.075587, -0.477779]], "atomic_forces_ev_per_a": [[0.06, -0.24, -0.04], [0.28, 0.29, 0.35], [-0.32, -0.91, -0.25], [-0.75, 0.35, -0.36], [-0.28, -0.36, -0.98], [-0.09, 0.28, 0.26], [0.14, 0.69, -0.53], [-0.01, 0.11, 0.35], [0.30, -0.89, 0.35], [0.25, 0.76, -0.56], [0.45, -0.15, 0.84], [-0.68, -1.71, 0.22], [-0.02, -0.22, 0.25], [-0.05, 0.25, -0.12], [0.21, 0.11, 0.16], [-0.16, 0.21, 0.04], [-0.10, -0.14, -0.31], [-0.29, -0.24, -0.21], [0.04, 0.04, 0.15], [-0.14, -0.22, -0.25], [0.06, -0.07, 0.87], [0.03, 0.13, 0.27], [0.21, 0.27, 0.05], [-0.09, 0.12, -0.23], [0.31, 0.22, -0.15], [1.35, -0.74, -0.43], [-0.09, -0.13, 0.08], [-0.04, 0.24, 0.19], [-0.03, -0.06, -0.31], [0.00, -0.04, 0.17], [0.22, 0.07, -0.21], [-0.73, 0.21, 0.02], [0.09, 0.18, -0.13], [-0.26, -0.14, 0.11], [0.21, -0.09, 0.09], [0.25, 0.12, 0.12], [-0.25, 0.14, 0.15], [0.06, -0.27, 0.03], [-0.57, 1.80, -0.21], [-0.14, 0.06, 0.04], [0.69, 0.15, 0.17], [-0.26, 0.05, 0.02], [0.06, -0.11, -0.19], [0.08, -0.13, 0.15]]}

Record 4
{"formula": "C14H17ClF6N6O8PtS4", "method": "ωB97M-V/def2-TZVPD", "orbital_gap_ev": 8.0, "homo_ev": -14.99, "charge": 2, "symbols": ["Pt", "O", "Cl", "O", "O", "O", "N", "C", "S", "N", "C", "C", "C", "C", "C", "C", "H", "H", "H", "H", "H", "H", "H", "H", "N", "C", "H", "C", "N", "C", "C", "N", "C", "S", "H", "H", "H", "H", "H", "H", "H", "H", "F", "C", "F", "F", "S", "O", "O", "N", "S", "O", "O", "C", "F", "F", "F"], "coordinates": [[-1.542105, 1.080111, -1.283213], [1.031151, -2.660975, 0.643980], [0.446678, -1.366169, 0.830096], [1.122298, -0.587765, 1.784482], [0.621155, -0.531630, -0.615181], [-0.960768, -1.375227, 0.888345], [1.005809, -3.079755, -1.964540], [1.360845, -1.926528, -2.475934], [1.957808, -0.647403, -1.363198], [1.327562, -1.642456, -3.757443], [0.881817, -2.478607, -4.849361], [0.288192, -1.833183, -5.924189], [-0.100739, -2.575263, -7.027079], [0.111147, -3.948243, -7.052710], [0.708441, -4.578815, -5.972606], [1.108410, -3.846577, -4.862104], [0.969527, -3.187176, -0.955698], [0.571744, -3.793963, -2.535290], [1.592316, -0.699562, -4.007921], [0.125917, -0.761068, -5.897831], [-0.558689, -2.079682, -7.872196], [-0.165629, -4.521999, -7.926502], [0.894562, -5.643716, -5.998347], [1.647510, -4.349760, -4.069791], [-2.846526, -0.260428, -3.693082], [-2.338403, 0.265314, -2.804814], [-3.364295, -0.681708, -4.441851], [3.172640, 3.072990, -1.170389], [1.893872, 3.758333, -1.066439], [1.825653, 5.155475, -0.580925], [0.322265, 5.483724, -0.653276], [-0.211477, 4.287400, -1.324799], [0.711954, 3.356459, -1.470979], [0.410412, 1.812785, -2.281819], [3.791215, 3.375618, -0.328909], [3.678589, 3.340317, -2.098285], [3.025672, 1.998402, -1.131453], [2.427655, 5.791450, -1.229551], [2.229164, 5.208582, 0.427945], [0.112710, 6.372343, -1.241923], [-0.130263, 5.594105, 0.330953], [-1.193065, 4.128552, -1.480982], [-2.690500, 4.297100, 0.340216], [-2.619710, 3.673347, 1.529730], [-1.626084, 4.213594, 2.217014], [-3.762192, 3.799821, 2.155050], [-2.246716, 1.895394, 1.255600], [-3.210790, 1.423182, 0.206373], [-0.946938, 2.038618, 0.430899], [-2.291989, 1.410521, 2.631045], [-2.178207, 0.235432, 3.819025], [-1.193260, -0.733037, 3.494557], [-2.116477, 0.964879, 5.030926], [-3.835447, -0.527301, 3.642969], [-4.015583, -1.353353, 4.653036], [-4.777649, 0.402804, 3.637403], [-3.880585, -1.193639, 2.488815]], "atomic_forces_ev_per_a": [[-0.80, 1.76, 0.32], [-0.13, 0.84, 0.23], [-0.75, -0.97, 2.45], [-0.11, -0.10, -0.57], [-2.58, 0.55, 1.49], [0.49, 0.04, -0.25], [-0.40, -0.07, -0.42], [0.56, -0.44, -0.17], [3.38, -1.25, -2.17], [-0.03, 0.00, -0.20], [0.24, 0.13, 0.22], [-0.16, 0.02, 0.01], [0.01, -0.01, 0.00], [0.01, 0.02, -0.02], [0.02, 0.00, 0.02], [0.06, -0.10, -0.10], [0.21, -0.15, -0.12], [-0.06, 0.12, -0.03], [0.01, 0.05, -0.01], [0.06, -0.01, -0.02], [0.02, 0.00, 0.00], [-0.05, 0.00, 0.03], [0.00, 0.01, -0.01], [0.05, 0.03, -0.07], [-0.06, 0.03, -0.03], [0.36, -0.11, -0.15], [-0.03, 0.03, 0.02], [-0.10, 0.07, -0.03], [0.19, 0.12, 0.19], [0.02, -0.04, -0.15], [-0.06, -0.16, 0.06], [0.06, 0.34, 0.15], [-0.67, -0.49, -0.58], [-0.14, 0.55, -0.30], [0.01, -0.02, 0.02], [0.02, 0.00, 0.00], [-0.05, -0.02, -0.02], [-0.01, 0.01, -0.02], [-0.02, -0.01, 0.03], [0.01, 0.02, -0.01], [0.03, 0.00, 0.01], [0.06, -0.05, -0.04], [-0.06, -0.10, 0.05], [-0.09, 0.28, -0.41], [-0.05, -0.02, 0.12], [0.00, 0.05, 0.10], [-0.33, 0.80, -1.30], [0.72, -0.69, 0.41], [-0.21, -0.81, 1.16], [0.29, -0.80, 0.33], [0.78, 1.02, 0.18], [-0.18, -0.12, -0.18], [-0.32, -0.21, -0.09], [-0.58, -0.17, -0.17], [0.09, 0.02, -0.06], [0.17, 0.00, 0.06], [0.08, 0.03, 0.07]]}

no.,DFT total energy (eV)
1,-10350.730
2,-118326.570
3,-31241.114
4,-115503.469